Entry 1:
ORCA calculation (ωB97M-V/def2-TZVPD) on an isolated molecule of H7NP2Si.

As for the net charge: 0. As for the total energy: -1030.9415 a.u. Its HOMO-LUMO gap (spin up / spin down) is 5.00 / 7.54 eV. As for the spin multiplicity: 3. For the highest occupied orbital energy (spin up / spin down), the calculation gives -4.10 / -10.00 eV. The calculation puts the largest force on an atom at 0.0670 Eh/bohr. The lowest unoccupied orbital energy (spin up / spin down) is 0.90 / -2.46 eV. The value obtained for the energy above the lowest of the compared OMol25 structures with the same formula, charge and spin is 157.0 kJ/mol.

Each atom is followed by the atoms it is bonded to, with distances in Å.
CARTESIAN COORDINATES (ANGSTROEM)
1 N -0.210 -0.885 0.066  Si2 1.817, P3 1.697, H5 1.014
2 Si -0.022 0.879 -0.326  N1 1.817, P4 2.232, H6 1.428, H7 1.440
3 P -1.091 -2.029 -0.825  N1 1.697, H8 1.372, H9 1.369
4 P 1.003 1.912 1.366  Si2 2.232, H10 1.297, H11 1.436
5 H -0.671 -1.006 0.962  N1 1.014
6 H 0.659 0.786 -1.578  Si2 1.428
7 H -1.425 1.193 -0.427  Si2 1.440
8 H -1.562 -2.766 0.231  P3 1.372
9 H -0.045 -2.862 -1.120  P3 1.369
10 H 1.084 3.117 0.893  P4 1.297
11 H 2.280 1.662 0.759  P4 1.436

These are the natural (NBO) partial charges, in e, on atoms 1 to 4: -1.2701, 0.9075, 0.5334, -0.1216

Entry 2:
ORCA calculation (ωB97M-V/def2-TZVPD) on a cluster of 4 separate species, H7O4 in total.

As for the net charge: -1. As for the total energy: -305.1847 a.u. Its HOMO-LUMO gap is 9.13 eV. For the highest occupied orbital energy, the calculation gives -4.65 eV. The calculation puts the largest force on an atom at 0.0637 Eh/bohr. The lowest unoccupied orbital energy is 4.48 eV. The value obtained for the energy above the lowest of the compared OMol25 structures with the same formula, charge and spin is 67.6 kJ/mol.

Each atom is followed by the atoms it is bonded to, with distances in Å.
CARTESIAN COORDINATES (ANGSTROEM)
1 O 0.544 -0.053 -0.103  H2 1.012
2 H 1.303 0.185 -0.728  O1 1.012
3 O -0.885 0.019 -2.259  H4 0.967, H5 0.930
4 H -0.109 0.002 -1.683  O3 0.967
5 H -1.547 -0.232 -1.657  O3 0.930
6 O 1.198 -1.614 2.194  H7 1.001, H8 1.036
7 H 0.314 -2.064 2.335  O6 1.001
8 H 1.049 -1.032 1.350  O6 1.036
9 O -0.589 1.968 0.365  H10 1.056, H11 0.983
10 H 0.124 1.197 0.255  O9 1.056
11 H -1.401 1.624 -0.069  O9 0.983

These are the natural (NBO) partial charges, in e, on atoms 1 to 4: -1.1952, 0.4180, -0.9920, 0.4972